1.
Computed, not measured: a molecular structure, C35H46BF4N9O3SScSeSi at a distorted geometry, with wB97M-V/def2-TZVPD.

Calculated values
HOMO-LUMO gap in eV: 5.959
Multiplicity: 1
E_tot in eV: -172914.7219
HOMO in hartree: -0.149
Charge: -1

XYZ file:
```
102
Properties=species:S:1:pos:R:3:lowdin_charge:R:1
Sc 0.051 -1.378 1.126 0.8645
C 0.006 0.659 -5.724 -0.1016
C -0.817 0.612 -4.416 -0.1981
C -1.707 1.802 -4.098 -0.1461
C -1.521 3.013 -4.750 -0.0789
C -2.401 4.077 -4.596 -0.0978
C -3.630 3.883 -3.962 -0.0685
C -3.846 2.743 -3.220 -0.1919
C -5.121 2.386 -2.597 -0.2492
C -6.199 3.392 -2.873 -0.1262
C -2.840 1.711 -3.210 -0.1745
N -3.022 0.730 -2.256 0.0894
C -2.135 -0.091 -1.726 -0.0932
C -2.573 -1.193 -0.922 -0.2917
C -3.845 -1.754 -0.862 -0.0609
C -3.734 -2.949 -0.180 -0.1205
C -2.387 -3.161 0.147 -0.1902
N -1.667 -2.022 -0.148 -0.0753
H 1.093 0.770 -5.428 0.0877
H -0.319 1.372 -6.439 0.0418
H -0.048 -0.302 -6.240 0.0608
H -0.215 0.483 -3.517 0.0869
H -1.409 -0.304 -4.509 0.1120
H -0.680 3.132 -5.358 0.0760
H -2.112 5.064 -4.975 0.0945
H -4.279 4.693 -3.880 0.0670
H -4.994 2.351 -1.518 0.1102
H -5.460 1.417 -2.995 0.1250
H -5.697 4.379 -2.692 0.0754
H -7.061 3.320 -2.235 0.0546
H -6.614 3.226 -3.903 0.0950
H -0.981 0.074 -1.585 0.1341
H -4.785 -1.312 -1.264 0.1115
H -4.445 -3.584 0.210 0.0580
H -1.971 -3.948 0.840 0.0869
C -0.133 -4.288 4.569 -0.1950
Si -1.857 -3.425 4.326 0.1145
C -2.893 -4.597 3.245 -0.2525
C -2.834 -3.333 5.922 -0.2490
Se -1.838 -1.537 3.124 0.3345
H -0.319 -5.315 4.919 0.0291
H 0.487 -3.738 5.289 0.0292
H 0.403 -4.376 3.666 -0.0237
H -3.529 -5.222 3.886 0.0092
H -2.106 -5.191 2.718 0.0215
H -3.524 -4.113 2.459 0.0105
H -2.193 -3.424 6.799 0.0037
H -3.632 -4.148 6.009 0.0422
H -3.227 -2.319 6.145 0.0168
C -2.267 2.774 1.498 0.0311
N -0.874 2.507 2.056 -0.0252
C -0.366 3.343 3.010 -0.0477
C 0.775 2.996 3.687 0.0247
C 1.510 1.756 3.307 -0.3212
N 1.046 1.074 2.254 0.1940
C -0.124 1.361 1.698 -0.4106
O -0.674 0.512 0.852 -0.1614
N 2.404 1.235 4.108 0.2285
H -3.005 2.131 2.104 0.1280
H -2.360 2.474 0.474 0.0690
H -2.461 3.887 1.627 0.1013
H -1.056 4.152 3.228 0.1248
H 1.214 3.649 4.458 0.1078
H 2.896 1.823 4.750 0.1197
H 2.944 0.420 3.904 0.0957
F 1.198 -1.889 2.809 -0.1619
B 2.721 -2.266 3.222 -1.1018
F 2.777 -3.639 3.225 0.1600
F 2.840 -1.815 4.489 0.1851
F 3.543 -1.709 2.190 0.0922
C 1.899 -6.575 -0.856 -0.0388
N 2.021 -5.216 -0.337 -0.0562
C 3.098 -4.498 -0.896 -0.0278
C 2.974 -3.141 -1.098 0.0323
C 1.844 -2.447 -0.417 -0.4071
O 1.652 -1.192 -0.296 -0.1001
N 0.937 -3.228 0.287 0.0954
C 0.966 -4.555 0.352 -0.4773
O 0.167 -5.243 1.033 0.0283
H 0.822 -6.770 -1.036 0.1052
H 2.512 -7.281 -0.195 0.1174
H 2.303 -6.561 -1.859 0.0680
H 3.912 -5.022 -1.288 0.1036
H 3.886 -2.605 -1.372 0.0980
N 4.576 -0.030 0.023 0.0999
C 4.940 1.267 0.236 -0.8343
S 5.425 1.957 1.718 0.5847
N 4.802 2.006 -0.923 0.0506
C 4.759 3.408 -1.082 -0.2589
C 5.100 4.007 -2.255 -0.0549
C 4.981 5.398 -2.427 -0.0999
C 4.436 6.254 -1.468 -0.1006
C 3.968 5.663 -0.255 -0.0652
C 4.229 4.276 -0.053 -0.0502
H 4.838 -0.529 0.861 0.0597
H 3.631 -0.224 -0.200 0.0566
H 4.628 1.411 -1.741 0.1552
H 5.436 3.379 -3.048 0.1002
H 5.442 5.815 -3.359 0.1108
H 4.313 7.279 -1.729 0.0810
H 3.412 6.214 0.538 0.1053
H 3.971 3.743 0.871 0.0301
```

2.
Computed, not measured: 2 unconnected molecules or ions with the total composition C5H4NO4 at a distorted geometry, with wB97M-V/def2-TZVPD.

Calculated values
HOMO-LUMO gap in eV: 6.794
Multiplicity: 1
E_tot in eV: -14929.3746
HOMO in hartree: -0.113
Charge: -1

XYZ file:
```
14
Properties=species:S:1:pos:R:3:lowdin_charge:R:1
C -2.086 -0.873 -1.118 0.0700
C -1.382 -0.243 -0.355 -0.1544
C 1.518 -1.114 0.080 -0.4972
C 0.479 1.287 -0.240 -0.5603
C -0.373 0.391 0.404 -0.3764
N -0.396 0.354 1.868 0.0424
O 1.620 -1.474 -1.024 0.1457
O 0.488 1.259 -1.688 -0.0416
O 1.683 -1.282 1.218 0.1239
O 1.224 2.060 0.357 -0.0042
H -2.766 -1.307 -1.792 -0.0145
H -0.072 -0.619 2.115 0.0776
H -0.052 0.376 -1.972 0.1306
H 0.116 1.186 2.148 0.0584
```

3.
Computed, not measured: a molecular structure, C20H48F6N5O12S2V at a distorted geometry, with wB97M-V/def2-TZVPD.

Calculated values
HOMO-LUMO gap in eV: 3.277
Multiplicity: 1
E_tot in eV: -117193.8449
HOMO in hartree: 0.015
Charge: -2

XYZ file:
```
94
Properties=species:S:1:pos:R:3:lowdin_charge:R:1
O 0.562 -0.954 -1.211 -0.4004
V -0.559 0.079 -1.797 0.8617
O -0.435 1.498 -1.041 -0.3848
C 2.026 -1.032 -4.960 -0.6615
F 2.454 -1.550 -3.844 0.1518
F 2.463 0.188 -5.025 0.1669
F 2.500 -1.859 -5.937 0.1177
S 0.079 -1.082 -4.938 0.7496
O -0.298 -1.083 -6.356 -0.3029
O -0.367 -2.283 -4.248 -0.2818
N -0.366 0.382 -3.943 -0.3382
S -0.946 1.329 -5.084 0.5982
O 0.004 1.550 -6.176 -0.3256
O -2.274 1.019 -5.624 -0.2865
C -1.123 2.937 -4.053 -0.6105
F -1.307 4.106 -4.720 0.1031
F -2.225 2.906 -3.279 0.1286
F 0.028 3.108 -3.402 0.1062
O -2.638 -0.522 -1.325 -0.2700
C -2.940 -1.891 -1.529 -0.3319
C -4.392 -2.342 -1.798 -0.4526
O -5.514 -1.865 -1.057 -0.4369
H -2.531 -2.479 -0.708 0.0607
H -2.195 -2.236 -2.246 0.0664
H -4.528 -3.423 -1.776 0.0571
H -4.704 -2.163 -2.826 0.0582
C 2.537 3.904 3.468 -0.0716
C 1.993 2.606 2.889 -0.4318
C 0.680 2.005 3.495 -0.1673
O 0.428 0.607 3.510 -0.1796
C 0.895 -0.208 2.436 -0.0878
N 1.732 2.904 1.472 0.0380
H 2.536 3.742 4.546 0.0709
H 1.907 4.740 3.164 0.0799
H 3.533 4.048 3.047 0.0699
H 2.790 1.865 2.819 0.1202
H -0.189 2.423 2.986 0.1094
H 0.646 2.315 4.539 0.1095
H 0.862 -1.232 2.809 0.0675
H 1.954 -0.117 2.192 0.0722
H 0.305 -0.207 1.519 0.0718
H 1.487 2.086 0.934 0.0489
H 2.672 3.181 1.225 0.0439
C 3.850 -0.192 -0.927 -0.0328
C 3.608 1.325 -1.300 -0.4228
C 4.655 1.941 -2.181 -0.1820
O 4.741 1.206 -3.432 -0.2097
C 5.673 1.859 -4.291 -0.1037
N 2.314 1.332 -1.876 0.0569
H 3.238 -0.483 -0.074 0.0558
H 4.862 -0.391 -0.574 0.0635
H 3.504 -0.965 -1.613 0.0640
H 3.538 1.882 -0.366 0.1148
H 5.599 1.721 -1.682 0.1167
H 4.561 2.994 -2.447 0.1215
H 5.643 2.947 -4.223 0.0763
H 5.645 1.330 -5.243 0.0959
H 6.596 1.742 -3.724 0.0728
H 2.462 1.038 -2.831 0.0535
H 2.237 2.333 -1.989 0.0805
C -3.984 2.815 2.618 -0.0568
C -3.102 2.123 1.605 -0.4311
C -2.710 0.691 2.002 -0.1980
O -3.758 -0.200 1.695 -0.1521
C -3.675 -1.552 2.048 -0.1086
N -3.450 2.158 0.182 0.0701
H -4.542 2.116 3.242 0.0742
H -4.704 3.491 2.157 0.0648
H -3.356 3.453 3.239 0.0633
H -2.110 2.572 1.583 0.1066
H -2.531 0.767 3.074 0.1152
H -1.797 0.409 1.477 0.1019
H -3.369 -1.803 3.064 0.0553
H -2.931 -2.041 1.420 0.0654
H -4.611 -2.054 1.800 0.0890
H -3.735 3.095 -0.064 0.0563
H -2.573 1.982 -0.286 0.0252
C -0.091 -3.772 4.683 -0.0627
C -1.362 -3.716 3.817 -0.4188
C -1.111 -4.289 2.357 -0.1553
O -0.055 -3.530 1.784 -0.2254
C 0.288 -3.765 0.443 -0.1030
N -2.471 -4.270 4.548 0.0154
H 0.381 -4.753 4.732 0.0681
H -0.361 -3.610 5.727 0.0642
H 0.632 -3.089 4.237 0.0616
H -1.607 -2.658 3.729 0.1030
H -1.998 -4.287 1.724 0.1165
H -0.674 -5.287 2.324 0.1134
H -0.569 -3.762 -0.230 0.0832
H 0.891 -4.672 0.403 0.0820
H 0.804 -2.915 -0.004 0.0558
H -2.683 -3.704 5.358 0.0640
H -3.346 -4.559 4.136 0.0693
```

4.
Computed, not measured: 2 unconnected molecules or ions with the total composition ClF2NS at a distorted geometry, with wB97M-V/def2-TZVPD.

Calculated values
HOMO-LUMO gap (alpha / beta) in eV: 8.360 / 8.440
Multiplicity: 1
E_tot in eV: -30277.0210
HOMO (alpha / beta) in hartree: -0.350 / -0.346

XYZ file:
```
5
Properties=species:S:1:pos:R:3:lowdin_charge:R:1
N 2.757 0.703 -0.303 -0.5554
F -2.230 -0.347 1.300 -0.4598
F -1.310 -0.339 -1.041 -0.4771
S -1.042 0.446 0.439 0.9055
Cl 1.825 -0.463 -0.397 0.5868
```

5.
Computed, not measured: a molecular structure, C17H21AlBeBr3Cl4NO5P at a distorted geometry, with wB97M-V/def2-TZVPD.

Calculated values
HOMO-LUMO gap in eV: 3.235
Multiplicity: 1
E_tot in eV: -306184.0191
HOMO in hartree: -0.377
Charge: +1

XYZ file:
```
54
Properties=species:S:1:pos:R:3:lowdin_charge:R:1
C 4.928 0.890 4.165 0.0646
C 4.905 0.058 3.305 -0.1396
C 4.671 -0.846 2.071 -0.1729
C 3.584 -0.251 1.108 -0.1894
C 2.277 0.208 1.882 -0.2683
C 1.011 0.070 1.003 -0.2208
C -0.072 -0.904 1.495 -0.4216
P 0.091 -1.800 3.075 0.7240
O 1.596 -2.601 3.141 -0.3765
Br 0.032 -0.145 4.698 0.1626
C -1.295 -1.122 0.735 -0.1656
C -2.430 -2.065 1.112 -0.4581
O -3.526 -1.574 1.362 -0.1584
O -2.317 -3.436 1.136 0.1016
C -1.464 -0.393 -0.524 0.0053
C -0.382 0.570 -0.930 -0.2303
N 0.791 0.813 -0.197 -0.1489
C 1.659 1.844 -0.831 -0.0851
C 0.776 3.178 -0.825 -0.7743
O 0.637 3.652 0.281 -0.1104
Cl 0.061 3.868 -2.252 0.7512
H 4.693 1.607 4.971 0.0579
H 4.467 -1.911 2.372 0.1141
H 5.642 -0.888 1.498 0.1250
H 4.054 0.574 0.518 0.1027
H 3.260 -1.038 0.373 0.0801
H 2.450 1.370 2.199 -0.1278
H 2.170 -0.358 2.838 0.0300
H 1.693 -2.902 4.071 -0.0349
H -1.647 -3.694 1.800 0.1073
H -2.344 -0.516 -1.187 0.0992
H -0.536 1.107 -1.890 0.0519
H 2.588 2.127 -0.274 0.0516
H 1.822 1.491 -1.880 0.1480
Cl 2.959 2.914 1.821 0.1624
Be 0.144 3.049 1.966 0.3703
Cl -1.993 2.498 -0.970 0.1555
Br -0.431 2.579 4.074 0.1190
Cl 0.921 -1.627 -0.775 0.3952
Al 2.195 -1.241 5.954 0.7494
C -4.258 -0.601 -4.111 -0.1548
C -3.326 0.222 -4.982 -0.1567
C -2.237 0.614 -4.000 -0.2029
O -2.149 -0.448 -3.037 -0.2299
C -3.282 -1.319 -3.199 -0.1910
H -4.895 -1.284 -4.672 0.1216
H -4.900 0.063 -3.525 0.1208
H -2.907 -0.407 -5.773 0.1205
H -3.806 1.082 -5.449 0.1207
H -2.497 1.533 -3.465 0.0724
H -1.267 0.754 -4.483 0.1248
H -2.927 -2.250 -3.651 0.1313
H -3.714 -1.550 -2.221 0.0483
Br -5.478 -1.565 0.078 0.4287
```

6.
Computed, not measured: a molecular structure, C45H41F3FeNOP3S2 at a distorted geometry, with wB97M-V/def2-TZVPD.

Calculated values
HOMO-LUMO gap (alpha / beta) in eV: 6.489 / 6.206
Multiplicity: 6
E_tot in eV: -142931.1868
HOMO (alpha / beta) in hartree: -0.344 / -0.344
Charge: +1

XYZ file:
```
97
Properties=species:S:1:pos:R:3:lowdin_spin:R:1
Fe 11.886 9.465 12.053 3.3367
O 11.827 5.528 11.163 0.0303
S 12.114 7.051 11.160 0.0306
C 13.684 6.822 12.123 0.0064
C 14.447 5.708 11.740 0.0006
C 15.450 5.249 12.533 0.0024
C 15.841 5.876 13.698 0.0019
C 15.196 7.060 13.972 0.0031
C 14.030 7.483 13.298 0.0161
P 12.986 8.880 13.852 0.0454
C 11.823 8.274 15.113 0.0050
C 10.374 8.234 15.048 0.0053
C 9.629 7.760 16.299 0.0003
C 10.415 7.201 17.386 0.0009
C 11.712 6.846 17.105 0.0001
C 12.442 7.500 16.091 0.0020
C 14.125 9.888 14.857 0.0044
C 13.705 10.534 16.061 0.0059
C 14.642 11.315 16.750 -0.0004
C 15.942 11.456 16.262 0.0057
C 16.361 10.772 15.121 -0.0009
C 15.411 10.173 14.305 0.0051
C 12.656 7.467 9.446 0.0018
C 12.586 6.491 8.457 0.0003
C 13.137 6.780 7.215 0.0003
C 13.844 7.945 7.000 0.0008
C 13.956 8.910 7.966 0.0008
C 13.265 8.706 9.179 0.0052
P 12.840 10.200 10.090 0.0400
C 14.455 10.942 10.144 0.0073
C 14.598 12.319 10.023 0.0021
C 15.849 12.891 10.207 0.0001
C 16.999 12.124 10.301 0.0021
C 16.887 10.718 10.344 -0.0001
C 15.629 10.136 10.231 0.0024
C 11.656 11.464 9.440 0.0096
C 11.177 11.242 8.176 0.0047
C 10.162 12.098 7.695 -0.0004
C 9.909 13.266 8.365 0.0031
C 10.519 13.534 9.600 -0.0007
C 11.378 12.609 10.167 0.0031
H 14.197 5.134 10.864 0.0002
H 16.020 4.418 12.051 0.0001
H 16.654 5.489 14.345 0.0001
H 15.568 7.672 14.796 0.0003
H 8.642 8.933 14.147 0.0138
H 8.804 8.436 16.603 0.0000
H 9.929 7.086 18.392 0.0001
H 12.210 6.122 17.755 0.0000
H 13.507 7.413 16.100 0.0001
H 12.672 10.354 16.399 0.0011
H 14.410 11.871 17.640 -0.0001
H 16.620 12.091 16.838 0.0003
H 17.396 10.846 14.760 -0.0002
H 15.677 9.851 13.258 0.0002
H 12.181 5.521 8.654 0.0002
H 12.916 6.166 6.369 0.0000
H 14.324 8.122 6.034 0.0001
H 14.430 9.876 7.738 0.0000
H 13.751 12.975 9.850 0.0001
H 15.954 13.979 10.239 0.0000
H 17.962 12.584 10.276 0.0001
H 17.788 10.131 10.474 0.0000
H 15.601 9.019 10.205 -0.0001
H 11.614 10.442 7.591 0.0002
H 9.614 11.847 6.786 0.0000
H 9.200 13.999 7.939 0.0002
H 10.316 14.487 10.083 -0.0001
H 11.829 12.738 11.156 0.0009
S 9.319 6.592 14.955 0.0014
C 9.662 9.374 14.299 0.0289
C 9.678 10.645 15.156 0.0881
C 9.674 11.879 14.560 -0.0090
C 9.511 11.951 13.103 0.1389
C 9.742 10.793 12.403 -0.0116
N 10.126 9.619 12.960 0.1478
H 9.578 10.561 16.227 0.0053
H 9.906 12.783 15.152 -0.0020
H 9.240 12.845 12.549 0.0083
H 9.532 10.781 11.327 -0.0026
F 5.801 13.272 9.297 0.1309
C 4.880 14.167 9.769 0.6115
F 3.837 13.483 10.175 0.1280
F 5.352 14.783 10.858 0.1289
C 6.464 8.727 10.862 0.0000
P 8.122 8.005 10.353 0.0004
C 7.847 6.155 10.156 0.0001
C 8.201 8.498 8.612 0.0000
H 6.097 9.442 10.096 0.0002
H 6.650 9.146 11.828 -0.0001
H 5.681 7.967 10.941 0.0000
H 7.007 5.986 9.481 0.0000
H 7.615 5.708 11.116 0.0000
H 8.733 5.706 9.746 0.0000
H 7.184 8.419 8.146 0.0000
H 8.900 7.885 8.015 0.0000
H 8.629 9.534 8.497 0.0000
```